# 1
Formula: C4H7NO
Source: OMol25
Level of theory: ωB97M-V with the def2-TZVPD basis set

The value obtained for the highest occupied orbital energy is -8.67 eV. Its energy above the lowest of the compared OMol25 structures with the same formula, charge and spin is 67.45 kcal per mole.

Atoms and positions in Å:
C  -0.156  -1.004  1.604
C  0.371  -0.180  0.433
C  -0.001  -0.507  -1.028
C  0.137  0.614  -1.739
N  0.510  1.626  -2.296
O  -0.238  1.114  0.553
H  0.197  -0.539  2.537
H  0.154  -2.051  1.599
H  -1.250  -0.946  1.620
H  1.463  -0.078  0.516
H  -0.223  -1.456  -1.499
H  -1.025  0.873  0.012
H  0.062  2.535  -2.313

Atomic partial charges in e from the natural (NBO) method, atoms 1 to 8:
1 C -0.623
2 C 0.090
3 C -0.531
4 C 0.474
5 N -0.636
6 O -0.715
7 H 0.224
8 H 0.209



# 2
Formula: C4H7NO
Source: OMol25
Level of theory: ωB97M-V with the def2-TZVPD basis set

The value obtained for the highest occupied orbital energy is -8.69 eV. Its energy above the lowest of the compared OMol25 structures with the same formula, charge and spin is 22.21 kcal per mole.

Atoms and positions in Å:
C  -0.867  -0.597  -0.820
C  0.433  -0.971  -0.820
N  0.893  -0.944  0.483
C  -0.171  -0.612  1.322
C  -1.240  -0.316  0.520
H  -1.425  -0.484  -1.736
H  1.037  -1.381  -1.611
H  1.799  -1.286  0.798
H  -0.067  -0.643  2.391
H  -2.241  -0.142  0.880
H  0.796  1.686  -0.575
H  -0.024  2.916  0.051
O  0.577  2.607  -0.638

Atomic partial charges in e from the natural (NBO) method, atoms 1 to 8:
1 C -0.301
2 C -0.087
3 N -0.526
4 C -0.074
5 C -0.309
6 H 0.228
7 H 0.216
8 H 0.415